No. 1
63
Properties=species:S:1:pos:R:3:forces:R:3 method="wB97M-V/def2-TZVPD" total_energy_ev=-39592.05493 charge=+2 lumo_ev=-6.3 orbital_gap_ha=0.238 fmax_ev_per_a=0.98
Au 0.39697 -0.90450 -0.58556 0.1 0.2 -0.3
C 0.61373 1.31332 4.05540 -0.1 -0.1 0.0
O 1.86688 1.09012 3.39256 0.1 0.2 0.0
C 1.83279 0.28564 2.32929 -0.1 -0.3 0.2
O 0.83309 -0.29616 1.95518 0.3 -0.1 0.1
N 3.09481 0.19969 1.80803 -0.1 0.3 0.0
N 3.32917 -0.33855 0.54352 -0.1 -0.3 0.1
H 0.83904 1.96256 4.89295 0.0 0.0 0.0
H 0.19202 0.37360 4.40313 0.0 0.0 0.0
H -0.08984 1.79187 3.37616 0.0 0.0 0.0
H 3.76324 0.84550 2.19919 0.1 0.0 0.0
H 4.12578 -0.95857 0.59232 0.1 0.0 0.0
H 3.52253 0.39062 -0.13072 0.0 0.1 -0.1
N -1.15230 -6.90656 -0.89878 0.0 0.0 0.1
C -0.66025 -5.47940 -1.05028 0.2 0.2 -0.1
C 0.77835 -5.41019 -0.54496 0.0 0.1 0.2
C 1.38825 -4.00925 -0.74729 -0.2 0.0 -0.2
N 0.83773 -2.99900 0.19624 0.0 0.4 -0.3
C 1.22056 -3.59952 -2.21402 -0.2 0.1 0.1
C -0.23426 -3.64777 -2.71616 0.1 0.1 0.2
N -1.05779 -2.61267 -2.07513 -0.3 -0.6 -0.2
C -0.78898 -5.06327 -2.50875 0.0 0.0 -0.1
H -1.07883 -7.22552 0.06938 0.0 0.0 0.0
H -0.58648 -7.53628 -1.47224 0.0 0.0 0.0
H -2.12538 -7.00860 -1.19397 0.0 0.0 0.0
H -1.31668 -4.87250 -0.42430 -0.1 -0.1 0.1
H 1.38905 -6.12918 -1.10130 0.0 0.0 0.0
H 0.82446 -5.67475 0.51659 0.0 -0.1 0.0
H 2.45428 -4.08571 -0.54302 0.0 0.0 0.0
H 1.44123 -2.85569 0.99965 0.0 0.0 0.0
H -0.07168 -3.25868 0.56029 0.0 0.0 0.0
H 1.82152 -4.27132 -2.83469 0.0 0.0 0.0
H 1.60683 -2.58671 -2.34115 0.0 0.0 -0.1
H -0.20596 -3.45918 -3.78837 0.0 -0.1 -0.1
H -1.83089 -2.97982 -1.53359 0.0 0.0 -0.1
H -1.44938 -1.96667 -2.74595 0.0 0.0 0.0
H -0.20353 -5.74658 -3.13523 0.0 0.0 0.1
H -1.83053 -5.10758 -2.84013 0.0 0.0 0.0
C -0.06926 0.96548 -0.99733 0.0 0.3 0.9
C -0.37589 2.12433 -0.69327 0.2 -0.2 -0.8
C -0.66781 3.41710 -0.31410 -0.1 -0.3 0.3
C -2.06845 3.72655 -0.05888 0.0 0.1 0.1
C -2.42529 4.48096 1.06959 0.1 0.1 -0.1
C -3.75419 4.60942 1.42720 -0.1 0.0 0.1
C -4.74289 4.00941 0.65860 0.1 0.0 -0.1
C -4.40229 3.30781 -0.49449 -0.1 0.0 0.0
C -3.07704 3.15423 -0.84498 0.1 -0.1 0.0
C 0.40044 4.34417 -0.01862 0.0 0.3 -0.1
C 1.69378 3.87859 0.26503 0.0 -0.1 0.0
C 2.70031 4.76363 0.58493 0.0 0.0 0.0
C 2.44220 6.13311 0.60857 0.0 -0.1 0.0
C 1.17481 6.61049 0.29949 0.0 0.1 0.0
C 0.15976 5.72821 -0.01471 -0.1 0.0 0.0
H -1.65055 4.93309 1.67479 -0.1 -0.1 0.1
H -4.02170 5.17321 2.31106 0.0 0.0 0.0
H -5.77972 4.08500 0.95826 0.0 0.1 0.0
H -5.17637 2.87323 -1.11262 0.0 0.0 0.0
H -2.80230 2.61089 -1.74021 0.0 -0.1 0.0
H 1.86865 2.80953 0.25639 0.0 0.0 0.0
H 3.69076 4.39715 0.81966 0.0 0.0 0.0
H 3.23386 6.82579 0.86310 0.0 0.0 0.0
H 0.98150 7.67512 0.30508 0.0 0.0 0.0
H -0.82186 6.10073 -0.27679 0.0 0.0 0.0

No. 2
68
Properties=species:S:1:pos:R:3:forces:R:3 method="wB97M-V/def2-TZVPD" total_energy_ev=-81130.62401 charge=0 smiles="CCOc1c([PH2]=S)c(P(CC)CC)cc2nc(C[C@@H](C)Cl)c(B(N)O)nc12.O=[N+]([O-])c1ccccc1" lumo_ev=-0.8 orbital_gap_ha=0.252 fmax_ev_per_a=2.89
C -3.52348 -1.87695 2.91804 0.3 0.5 -0.7
C -2.89875 -1.01859 1.81258 -0.2 -0.1 -0.1
O -3.13985 -1.64592 0.51290 0.7 0.1 0.5
C -1.96402 -1.83733 -0.15815 -0.9 0.2 0.2
C -1.46386 -3.09620 -0.28186 1.4 -1.5 -0.1
P -2.30002 -4.57006 0.42567 -2.0 0.1 -0.5
S -4.17062 -4.74047 -0.12121 0.1 -0.1 0.0
C -0.23363 -3.31215 -1.03073 0.5 0.7 0.5
P 0.51188 -4.95797 -1.31610 -1.8 -2.2 -0.3
C 1.54102 -4.94601 -2.85523 -0.4 1.5 -0.2
C 0.64126 -4.33006 -3.99999 0.7 0.5 1.0
C 1.45805 -5.54910 0.15343 1.3 0.9 -0.1
C 2.57675 -4.59795 0.67868 -0.4 -0.9 0.4
C 0.37688 -2.21680 -1.56385 0.5 -0.1 -0.3
C -0.13976 -0.90410 -1.44696 0.3 0.1 -0.3
N 0.53942 0.12131 -2.02948 -0.7 0.2 0.3
C -0.02752 1.30124 -1.90675 0.3 -0.3 -0.3
C 0.71547 2.44527 -2.60523 0.6 -1.0 0.4
C 2.24043 2.47124 -2.27580 -0.6 0.8 0.2
C 2.55753 2.42237 -0.77037 0.6 0.2 -0.3
Cl 3.18846 1.28595 -3.25088 -0.2 0.2 0.2
C -1.26746 1.47845 -1.20398 -0.1 1.7 0.4
B -1.96955 2.92121 -1.11704 0.2 -0.1 -0.1
N -2.29913 3.64961 -2.33560 -0.4 -1.1 0.0
O -2.26933 3.43593 0.12230 -0.7 -0.5 -0.6
N -1.93929 0.51663 -0.58813 1.6 0.0 -0.9
C -1.32575 -0.68499 -0.74155 -0.9 -1.2 0.5
H -4.61275 -1.83080 2.81951 0.2 -0.2 0.2
H -3.17823 -2.90758 2.79134 -0.2 0.2 0.2
H -3.18895 -1.48038 3.88473 -0.3 -0.2 -0.1
H -1.80985 -0.93822 1.93718 -0.3 0.1 0.2
H -3.33145 -0.01100 1.76850 0.2 -0.2 0.1
H -2.25391 -4.54874 1.83785 0.7 0.1 -0.2
H -1.60183 -5.72570 0.01535 0.5 0.6 0.3
H 1.82186 -5.94655 -3.19109 0.1 0.0 0.8
H 2.40960 -4.28867 -2.70348 0.2 -0.5 -0.3
H 0.99602 -3.30126 -4.14602 -0.2 -0.3 -0.3
H -0.39228 -4.24216 -3.64435 0.1 -0.3 -0.5
H 0.72956 -4.88886 -4.93377 -0.2 0.1 0.2
H 1.95588 -6.47672 -0.17211 -0.4 0.2 -0.1
H 0.79500 -5.83950 0.97821 -0.1 0.2 -0.3
H 3.09262 -4.09109 -0.14268 -0.1 0.1 0.3
H 2.15496 -3.90698 1.41780 0.2 0.2 -0.4
H 3.30508 -5.22013 1.22240 0.0 0.3 -0.2
H 1.30407 -2.35839 -2.11605 -0.1 0.4 0.1
H 0.64327 2.22867 -3.68011 -0.2 0.6 0.2
H 0.33376 3.43424 -2.32661 -0.2 -0.2 -0.3
H 2.57620 3.45345 -2.63081 0.1 -0.4 -0.1
H 2.64431 3.45198 -0.39102 -0.3 -0.3 -0.1
H 3.56078 1.99549 -0.64358 -0.4 -0.1 0.2
H 1.82014 1.88583 -0.16551 0.2 -0.1 -0.2
H -1.93534 3.16104 -3.15095 0.0 0.2 0.0
H -3.30565 3.67828 -2.49841 0.1 0.6 0.1
H -3.04753 4.00409 0.02970 0.4 0.3 0.3
O 2.65006 3.21674 4.97285 0.0 0.0 0.0
N 2.14762 4.32274 4.95277 0.1 0.0 0.1
O 2.22312 5.13180 5.85537 0.0 0.0 0.0
C 1.39164 4.70702 3.75241 -0.2 0.1 -0.3
C 1.25463 3.79613 2.71871 0.1 -0.2 -0.1
C 0.52219 4.15264 1.59857 0.0 0.2 0.1
C -0.05954 5.41062 1.51991 0.0 0.1 0.0
C 0.09405 6.31836 2.55880 0.0 -0.2 -0.1
C 0.82343 5.96670 3.68454 -0.1 0.2 0.1
H 1.70655 2.81583 2.77667 0.0 0.1 0.2
H 0.40072 3.44998 0.78666 0.0 0.0 0.1
H -0.63584 5.68355 0.64501 0.0 0.0 0.0
H -0.35793 7.29914 2.49354 0.0 0.0 0.0
H 0.93882 6.67383 4.49344 0.1 -0.1 0.1

No. 3
75
Properties=species:S:1:pos:R:3:forces:R:3 method="wB97M-V/def2-TZVPD" total_energy_ev=-75577.73959 charge=0 lumo_ev=-2.4 orbital_gap_ha=0.247 fmax_ev_per_a=1.67
C 0.93882 -2.03844 3.91665 0.8 0.1 -0.1
C 1.74993 -1.05754 3.04185 -0.8 0.0 0.0
C 0.90109 -0.36973 1.96869 0.5 0.4 -0.3
C 0.45339 -1.35961 0.91997 0.1 -0.5 0.4
O -0.69069 -0.97108 0.10653 -0.1 0.2 0.1
C -0.92577 0.30832 -0.14087 0.4 -0.2 -0.1
C -0.07403 1.12102 -0.92693 -0.2 0.5 0.2
C 1.17127 0.53123 -1.52027 0.0 0.4 -0.4
C 2.50637 1.10206 -0.99113 0.2 -0.5 0.0
C 3.61016 0.02914 -0.94655 0.0 0.0 -0.1
C 4.58412 0.18499 -2.11496 -0.3 -0.5 0.5
N 5.42548 -1.00729 -2.30478 0.5 0.4 -0.2
C 6.68662 -0.96672 -1.67865 -0.2 -0.1 0.2
C 6.70289 -0.94726 -0.17687 0.1 0.0 -0.1
O 7.69865 -0.98834 -2.32908 0.3 -0.2 -0.2
C -0.48099 2.43009 -1.10225 0.0 -0.4 0.3
C 0.28181 3.42535 -1.92859 -0.2 -0.6 -0.3
C -0.37115 3.67037 -3.29397 0.3 -1.0 0.7
O -0.59779 4.74313 -3.68582 -0.3 1.5 -0.7
I -0.88306 1.94866 -4.46729 0.0 -0.1 0.0
C -1.69351 2.84459 -0.48664 -0.2 0.2 -0.2
C -2.16494 4.26562 -0.56911 0.0 -0.2 0.3
P -1.43441 5.33200 0.69490 0.0 1.0 -0.6
O -1.21409 6.69105 0.21854 0.0 0.0 -0.1
O -2.44539 5.24824 1.93258 0.5 -0.5 0.1
O -0.07630 4.56778 1.12260 -0.6 -0.3 0.5
N -2.48173 2.04384 0.18180 0.4 -0.5 -0.1
N -2.07221 0.78281 0.33089 -0.2 0.1 -0.1
C -3.00162 -0.10363 1.05047 -0.9 -0.2 0.4
C -2.68391 -0.25307 2.52967 0.6 -0.4 -0.2
H 1.09601 -1.79926 4.96334 -0.2 0.0 0.2
H -0.12119 -2.01710 3.68852 -0.2 0.0 0.1
H 1.31511 -3.04876 3.78914 -0.2 -0.2 -0.1
H 2.13615 -0.25971 3.66895 0.3 0.0 0.0
H 2.57520 -1.56920 2.55174 0.2 0.0 0.1
H 1.53577 0.38381 1.49632 -0.1 0.1 -0.1
H 0.08551 0.17874 2.43548 -0.3 -0.2 0.0
H 1.28913 -1.63060 0.27935 0.0 0.1 -0.2
H 0.14173 -2.28261 1.40127 -0.3 -0.1 -0.1
H 1.12019 0.72381 -2.59087 0.0 -0.1 -0.1
H 1.14128 -0.54691 -1.43268 0.0 -0.1 0.1
H 2.38373 1.56885 -0.01797 -0.1 0.1 0.1
H 2.86985 1.87123 -1.66959 -0.1 0.3 0.0
H 4.13674 0.05254 0.00335 0.1 0.1 0.1
H 3.19253 -0.97178 -1.04115 -0.1 -0.1 0.1
H 3.98022 0.29499 -3.01282 0.1 0.1 -0.2
H 5.18353 1.08757 -1.97862 0.0 0.1 -0.1
H 5.64892 -1.13717 -3.28515 -0.2 0.1 -0.1
H 6.38849 0.03101 0.17905 -0.1 0.1 0.2
H 7.71855 -1.14430 0.14260 0.1 0.1 0.1
H 6.05049 -1.72072 0.21603 -0.2 0.0 0.1
H 1.27669 3.04595 -2.12048 0.2 0.1 0.0
H 0.34412 4.39520 -1.44781 0.1 0.1 0.1
H -3.23535 4.30812 -0.38466 -0.1 -0.1 0.0
H -1.97321 4.72667 -1.53115 0.1 0.1 -0.1
H -2.00064 5.01976 2.75642 -0.4 0.0 0.2
H 0.11173 4.70378 2.05944 0.4 0.0 -0.1
H -3.04309 -1.06134 0.54508 0.2 -0.1 -0.1
H -3.99131 0.32521 0.94155 0.1 0.4 -0.2
H -3.58192 -0.52156 3.07166 -0.1 0.0 0.1
H -2.22855 0.64070 2.95017 -0.2 0.2 0.0
H -1.97829 -1.06787 2.66797 0.0 -0.1 0.1
B -4.55260 -4.16063 -0.66648 -0.1 -0.1 -0.1
O -5.74365 -4.85365 -1.16878 0.2 0.2 -0.1
C -5.98823 -4.46067 -2.41715 -0.2 -0.2 0.1
O -6.88422 -4.83230 -3.11165 0.0 0.0 0.0
C -4.90921 -3.43156 -2.80488 0.2 0.2 -0.1
O -4.81496 -2.85966 -3.84958 0.0 0.0 0.0
O -4.09672 -3.28549 -1.76134 -0.1 0.0 0.1
O -4.85067 -3.36008 0.54785 0.1 -0.1 -0.1
C -4.07801 -3.76450 1.53671 -0.1 0.3 0.1
O -4.03775 -3.28123 2.63463 0.1 0.1 0.1
C -3.18880 -4.90849 1.01726 0.2 -0.3 -0.2
O -2.35150 -5.48219 1.65191 0.0 0.1 0.0
O -3.49078 -5.10618 -0.25436 -0.1 0.2 0.1

No. 4
67
Properties=species:S:1:pos:R:3:forces:R:3 method="wB97M-V/def2-TZVPD" total_energy_ev=-73817.91599 charge=-2 lumo_ev=4.7 orbital_gap_ha=0.177 fmax_ev_per_a=1.06
Be 1.27949 -0.24426 0.83368 0.4 -0.6 -0.8
C 3.25224 -2.46921 3.05482 0.0 0.0 -0.1
C 2.57838 -1.18592 3.37287 0.1 -0.1 0.0
N 1.86435 -0.48919 2.53070 -0.1 0.4 0.1
C 1.44095 0.62607 3.17637 0.4 -0.2 0.7
C 1.90636 0.61993 4.46700 0.0 -0.3 -0.6
N 2.63209 -0.54745 4.56703 -0.1 0.2 0.0
C 1.75666 1.54801 5.57770 -0.2 0.6 0.4
O 1.03293 2.62385 5.33811 0.2 -0.2 0.1
O 2.27426 1.33504 6.66169 0.1 -0.1 0.0
C 0.60784 1.55698 2.39841 -0.4 0.5 -0.3
O 0.17392 2.59567 2.95539 0.0 -0.1 -0.1
O 0.40479 1.18477 1.20879 0.2 0.2 1.0
H 2.73972 -2.91766 2.20395 0.0 0.0 0.0
H 3.22972 -3.15236 3.90430 0.0 0.0 0.0
H 4.29143 -2.29016 2.76971 0.0 0.0 0.0
H 3.09621 -0.83618 5.41078 0.0 0.0 0.0
H 0.67313 2.63161 4.36758 -0.1 0.1 -0.1
C -0.71653 -0.83391 -3.47875 0.1 0.0 0.1
C -0.50332 0.67195 -3.29264 0.0 0.0 0.1
C -1.26408 1.47909 -4.34940 0.1 0.0 0.1
P -0.63499 1.00436 -1.43840 -0.4 0.2 -0.8
C -0.67791 2.87979 -1.30521 0.0 -0.2 0.0
C 0.62418 3.39645 -1.92252 0.0 -0.1 0.1
C -1.87911 3.70198 -1.77032 0.1 0.0 0.1
C -2.37602 0.41781 -1.04237 0.1 0.0 0.0
C -3.56746 0.76158 -1.94023 0.1 -0.1 0.0
C -2.67571 0.76354 0.41752 0.1 0.0 -0.1
H -0.27783 -1.17853 -4.42014 0.0 0.0 0.0
H -1.78051 -1.08553 -3.49001 0.0 0.0 0.0
H -0.24720 -1.38782 -2.66078 0.0 -0.1 0.0
H 0.56352 0.85799 -3.47010 0.0 0.0 0.0
H -2.33520 1.52513 -4.15726 0.0 0.0 0.0
H -1.11802 1.01247 -5.33145 0.0 0.0 0.0
H -0.88697 2.50119 -4.41525 -0.1 0.0 0.0
H -0.58795 3.01204 -0.22242 0.0 0.0 0.0
H 0.59276 3.35428 -3.01446 0.0 0.0 0.0
H 1.46542 2.79056 -1.57660 0.1 0.1 0.0
H 0.81198 4.43342 -1.62842 0.0 0.0 0.0
H -2.11796 3.53624 -2.82190 0.0 0.0 0.0
H -1.66131 4.76906 -1.63827 0.0 0.0 0.0
H -2.76195 3.47836 -1.17146 0.0 0.0 0.0
H -2.24236 -0.67031 -1.08600 0.0 0.0 0.1
H -3.70971 1.83471 -2.05990 0.0 0.0 0.0
H -4.47732 0.35292 -1.48573 0.0 0.0 0.0
H -3.46864 0.31212 -2.92862 0.0 0.0 0.0
H -2.78796 1.84201 0.56220 0.0 0.0 0.0
H -1.85735 0.42418 1.04706 0.0 0.0 0.1
H -3.59412 0.26959 0.74894 0.0 0.0 0.0
C 3.21836 -0.21870 -1.33190 0.1 0.1 0.1
C 2.86097 0.36748 0.03732 -0.2 0.2 -0.1
O 3.63098 1.21661 0.50518 0.1 -0.1 0.0
H 4.10355 0.25215 -1.77956 0.0 0.1 0.1
H 2.34494 -0.11130 -1.98065 0.0 -0.1 -0.1
H 3.38023 -1.29263 -1.20610 -0.1 0.0 -0.1
Cl 1.33119 -3.68327 -1.76315 0.1 0.0 -0.2
C 0.12898 -3.82021 -0.49506 -0.1 -0.2 0.1
C -0.58513 -4.98838 -0.40967 0.0 0.2 0.0
C -1.52208 -5.17758 0.61063 -0.1 -0.2 0.0
C -1.66673 -4.16423 1.56207 0.0 0.0 0.0
C -0.94424 -3.00107 1.47172 0.0 -0.3 -0.1
Cl -1.14153 -1.81633 2.75275 -0.1 0.1 0.1
C 0.00378 -2.66305 0.39986 0.2 0.7 0.0
N 0.63173 -1.56173 0.24396 -0.2 -0.5 -0.1
H -0.40533 -5.76830 -1.14174 0.0 0.0 0.0
H -2.10787 -6.08675 0.67120 0.0 0.0 0.0
H -2.34663 -4.29897 2.39712 0.0 0.0 0.0